This record from the Open Molecules 2025 dataset describes a 6-piece molecular cluster, C54H62Cl2FN8O5P overall. The level of theory is ωB97M-V/def2-TZVPD.

Calculated values
Spin multiplicity: 1
HOMO level, eV: -8.00
SMILES: C#CCc1c(C(=O)NC(=O)F)c(C)c(P(O)O)c2nc(/C(Cl)=C(\C)Cl)c(CCCCCCCCCCCOC)nc12.c1ccncc1.c1ccncc1.c1ccncc1.c1ccncc1.c1ccncc1
Kohn-Sham gap, Eh: 0.2279

Last columns: bonded neighbours and bond lengths (Å).
Positions of all 133 atoms, in Å:
1 Cl -0.64140 1.81482 3.15421  C40 1.873
2 Cl -0.40181 0.20874 0.38478  C38 1.854
3 P 4.46140 4.12016 -2.38232  O5 1.740, O9 1.752, C29 1.909
4 F 10.63481 3.95830 -2.35915  C50 1.510
5 O 2.77381 4.17887 -1.96180  P3 1.740, H98 1.021
6 O 9.85826 2.86279 -0.34837  C50 1.335
7 O 9.34411 -0.12243 -3.77540  C56 1.362
8 O -6.73557 2.47633 -0.30282  C26 1.471, C39 1.474
9 O 4.50543 4.39403 -4.11191  P3 1.752, H92 1.002
10 N -4.21388 -6.63475 -0.03142  C19 1.351, C23 1.351
11 N 5.71602 6.18493 -0.21839  C20 1.351, C30 1.351
12 N -0.29471 5.48671 -4.68560  C52 1.351, C53 1.351
13 N 4.92974 -1.20651 0.31572  C33 1.504, C51 1.503
14 N 10.49384 1.31452 -2.17727  C50 1.513, C56 1.512, H96 1.043
15 N -9.14636 -9.31905 0.92213  C45 1.351, C65 1.351
16 N -3.24216 3.27216 8.91835  C21 1.351, C49 1.351
17 N 3.24835 1.59402 -0.38136  C41 1.502, C46 1.502
18 C -10.42119 -10.63470 -0.65000  C25 1.391, C65 1.386, H122 1.084
19 C -5.19746 -7.41181 -0.53461  N10 1.351, C22 1.386, H103 1.086
20 C 5.38395 7.49203 -0.13722  N11 1.351, C61 1.386, H90 1.086
21 C -3.86804 2.46635 8.03273  N16 1.351, C37 1.386, H85 1.086
22 C -6.29233 -7.84082 0.19828  C19 1.386, C57 1.391, H124 1.084
23 C -4.33185 -6.27263 1.26484  N10 1.351, C54 1.386, H79 1.086
24 C 2.45060 2.09468 3.15980  C40 1.647, H107 1.172, H109 1.193, H114 1.177
25 C -11.60760 -10.22202 -0.05280  C18 1.391, C64 1.391, H121 1.086
26 C -7.17446 1.08611 -0.50124  O8 1.471, C62 1.672, H105 1.172, H120 1.174
27 C 8.09739 -1.68870 0.90616  C32 1.424, C66 1.672
28 C 2.81365 -1.97583 1.79035  C51 1.673, C59 1.650, H82 1.194, H131 1.170
29 C 5.30542 2.48424 -1.87745  P3 1.909, C46 1.667, C67 1.673
30 C 7.03152 5.88873 -0.13972  N11 1.351, C68 1.386, H102 1.086
31 C 0.00180 -4.39804 -0.22082  C34 1.640, C44 1.670, H94 1.173, H132 1.173
32 C 7.95114 -1.99697 2.28817  C27 1.424, H97 1.194
33 C 5.42118 -0.05411 -0.51586  N13 1.504, C43 1.673, C46 1.627
34 C 0.75073 -3.04297 0.31856  C31 1.640, C59 1.641, H72 1.193, H84 1.179
35 C -0.27911 7.30214 -6.27661  C52 1.386, C55 1.391, H76 1.084
36 C -2.06534 2.57651 6.47812  C37 1.391, C71 1.391, H112 1.086
37 C -3.32536 2.09256 6.81375  C21 1.386, C36 1.391, H74 1.084
38 C 1.19089 0.76792 1.15065  Cl2 1.854, C40 1.516, C41 1.667
39 C -6.88607 2.91545 1.09638  O8 1.474, H100 1.173, H101 1.171, H129 1.191
40 C 1.07260 1.53284 2.45463  Cl1 1.873, C24 1.647, C38 1.516
41 C 2.70406 0.50731 0.50083  N17 1.502, C38 1.667, C51 1.627
42 C -2.21582 -3.40335 -1.54469  C44 1.639, C70 1.670, H86 1.191, H126 1.171
43 C 6.97305 -0.20524 -1.12204  C33 1.673, C47 1.639, C66 1.672
44 C -1.65488 -4.18558 -0.21755  C31 1.670, C42 1.639, H75 1.188, H128 1.174
45 C -10.31487 -8.93447 1.47993  N15 1.351, C64 1.386, H108 1.086
46 C 4.63117 1.31628 -0.89840  N17 1.502, C29 1.667, C33 1.627
47 C 7.70692 0.90164 -2.08304  C43 1.639, C56 1.640, C67 1.643
48 C 1.58852 6.99272 -4.79998  C53 1.386, C55 1.391, H113 1.084
49 C -2.01946 3.72490 8.56554  N16 1.351, C71 1.386, H91 1.086
50 C 10.29878 2.69819 -1.59831  F4 1.510, O6 1.335, N14 1.513
51 C 3.55083 -0.85014 0.79654  N13 1.503, C28 1.673, C41 1.627
52 C -0.86774 6.19863 -5.68022  N12 1.351, C35 1.386, H130 1.086
53 C 0.92212 5.90010 -4.26873  N12 1.351, C48 1.386, H118 1.086
54 C -5.38647 -6.65426 2.07864  C23 1.386, C57 1.391, H123 1.084
55 C 0.97334 7.70456 -5.82435  C35 1.391, C48 1.391, H119 1.086
56 C 9.21237 0.70682 -2.70278  O7 1.362, N14 1.512, C47 1.640
57 C -6.38476 -7.45304 1.53102  C22 1.391, C54 1.391, H127 1.086
58 C -4.33694 -1.66203 -1.66620  C60 1.652, C70 1.661, H89 1.181, H115 1.181
59 C 2.24133 -3.28289 0.96110  C28 1.650, C34 1.641, H78 1.188, H99 1.194
60 C -4.88141 -0.32253 -0.86759  C58 1.652, C62 1.663, H77 1.188, H81 1.186
61 C 6.30746 8.51360 0.01662  C20 1.386, C63 1.391, H125 1.084
62 C -6.14527 0.43057 -1.64369  C26 1.672, C60 1.663, H73 1.185, H88 1.191
63 C 7.65452 8.17660 0.09630  C61 1.391, C68 1.391, H80 1.086
64 C -11.55747 -9.35552 1.03429  C25 1.391, C45 1.386, H83 1.084
65 C -9.22662 -10.16214 -0.13053  N15 1.351, C18 1.386, H87 1.086
66 C 7.81770 -1.59714 -0.74010  C27 1.672, C43 1.672, H117 1.192, H133 1.170
67 C 6.85334 2.25157 -2.46700  C29 1.673, C47 1.643, C69 1.641
68 C 8.02773 6.83882 0.01779  C30 1.386, C63 1.391, H104 1.084
69 C 7.49536 3.39517 -3.45397  C67 1.641, H93 1.172, H110 1.194, H111 1.170
70 C -2.74595 -1.85181 -1.22907  C42 1.670, C58 1.661, H95 1.174, H116 1.170
71 C -1.39644 3.41000 7.36862  C36 1.391, C49 1.386, H106 1.084
72 H 0.08854 -2.53781 1.17293  C34 1.193
73 H -5.68898 1.27269 -2.34063  C62 1.185
74 H -3.87205 1.44035 6.14217  C37 1.084
75 H -2.18192 -5.24979 -0.19944  C44 1.188
76 H -0.78474 7.83538 -7.07365  C35 1.084
77 H -5.18572 -0.69860 0.21757  C60 1.188
78 H 3.03731 -3.67466 0.17137  C59 1.188
79 H -3.52968 -5.64675 1.64492  C23 1.086
80 H 8.40736 8.94990 0.21832  C63 1.086
81 H -3.99120 0.45683 -0.79312  C60 1.186
82 H 3.70302 -2.39413 2.46807  C28 1.194
83 H -12.46408 -9.01587 1.52210  C64 1.084
84 H 0.87053 -2.24813 -0.54433  C34 1.179
85 H -4.84997 2.11738 8.33882  C21 1.086
86 H -3.18879 -3.97789 -1.92207  C42 1.191
87 H -8.27376 -10.45781 -0.55982  C65 1.086
88 H -6.71949 -0.37164 -2.31125  C62 1.191
89 H -4.44222 -1.56859 -2.83909  C58 1.181
90 H 4.32059 7.70377 -0.20117  C20 1.086
91 H -1.53657 4.36880 9.29527  C49 1.086
92 H 3.59494 4.25734 -4.50843  O9 1.002
93 H 8.61224 3.21725 -3.76011  C69 1.172
94 H 0.21587 -5.30479 0.49206  C31 1.173
95 H -2.11411 -1.10765 -1.88045  C70 1.174
96 H 11.02293 0.67519 -1.54489  N14 1.043
97 H 7.65745 -2.16998 3.43214  C32 1.194
98 H 2.28971 3.39759 -2.40617  O5 1.021
99 H 2.13071 -4.17388 1.74750  C59 1.194
100 H -7.06157 2.04770 1.86628  C39 1.173
101 H -7.70808 3.73169 1.26858  C39 1.171
102 H 7.27241 4.83167 -0.20979  C30 1.086
103 H -5.07819 -7.69093 -1.57776  C19 1.086
104 H 9.06912 6.54344 0.07712  C68 1.084
105 H -8.26592 1.02871 -0.92494  C26 1.172
106 H -0.41359 3.80414 7.13640  C71 1.084
107 H 3.29119 1.27997 3.22111  C24 1.172
108 H -10.22337 -8.25512 2.32279  C45 1.086
109 H 2.84583 2.96652 2.44777  C24 1.193
110 H 6.87257 3.35576 -4.47153  C69 1.194
111 H 7.27660 4.43867 -2.97179  C69 1.170
112 H -1.60820 2.30631 5.53067  C36 1.086
113 H 2.56369 7.28138 -4.42449  C48 1.084
114 H 2.20571 2.61785 4.18574  C24 1.177
115 H -4.90714 -2.59891 -1.22755  C58 1.181
116 H -2.64671 -1.63219 -0.08404  C70 1.170
117 H 7.20908 -2.54648 -1.12760  C66 1.192
118 H 1.36216 5.31036 -3.46984  C53 1.086
119 H 1.46555 8.56589 -6.26649  C55 1.086
120 H -7.07036 0.39576 0.44308  C26 1.174
121 H -12.56338 -10.57244 -0.43140  C25 1.086
122 H -10.42638 -11.30848 -1.49926  C18 1.084
123 H -5.42871 -6.33604 3.11411  C54 1.084
124 H -7.05408 -8.46257 -0.25826  C22 1.084
125 H 5.98424 9.54683 0.07340  C61 1.084
126 H -1.47732 -3.38224 -2.45348  C42 1.171
127 H -7.22768 -7.77100 2.13767  C57 1.086
128 H -2.03944 -3.61864 0.73643  C44 1.174
129 H -5.85009 3.41922 1.40046  C39 1.191
130 H -1.84627 5.84749 -5.99565  C52 1.086
131 H 2.04676 -1.49748 2.53332  C28 1.170
132 H 0.29980 -4.58172 -1.34053  C31 1.173
133 H 8.86746 -1.65148 -1.25351  C66 1.170